A 3-piece molecular cluster, C17H27NO6P overall in a non-equilibrium geometry. Source: OMol25; level of theory: ωB97M-V/def2-TZVPD.

XYZ file:
```
52
Properties=species:S:1:pos:R:3:lowdin_charge:R:1
C 0.594 -6.891 0.514 -0.166
C -0.880 -6.359 0.239 -0.396
P -1.043 -4.986 -1.015 1.005
C -0.311 -5.522 -2.690 -0.349
C 1.282 -5.293 -2.665 -0.149
N -0.057 -3.556 -0.572 -0.233
C 0.719 -3.438 0.559 -0.043
C 1.537 -2.247 0.843 0.022
C 1.516 -1.146 -0.144 0.005
C 0.651 -1.272 -1.326 0.014
C -0.104 -2.499 -1.476 -0.083
H 0.887 -7.750 -0.154 0.085
H 0.595 -7.329 1.557 0.084
H 1.397 -6.115 0.450 0.039
H -1.453 -7.234 -0.192 0.094
H -1.370 -6.142 1.224 0.083
H -0.586 -6.573 -2.948 0.089
H -0.700 -4.767 -3.433 0.067
H 1.778 -6.036 -3.345 0.084
H 1.548 -4.236 -2.956 0.070
H 1.691 -5.419 -1.623 0.044
H 0.751 -4.262 1.306 0.124
H 2.144 -2.217 1.774 0.121
H 2.148 -0.249 0.037 0.109
H 0.570 -0.496 -2.129 0.132
H -0.757 -2.583 -2.383 0.134
C 1.303 1.297 2.287 -0.037
C 0.923 2.521 3.088 -0.330
C 0.337 3.627 2.255 -0.113
O 0.705 4.795 2.990 0.072
C 1.833 4.486 3.688 -0.540
O 2.513 5.280 4.253 0.175
O 2.078 3.143 3.648 0.087
H 2.167 1.497 1.648 0.090
H 1.592 0.483 2.957 0.082
H 0.471 0.953 1.668 0.085
H 0.254 2.243 3.909 0.161
H -0.748 3.551 2.172 0.145
H 0.765 3.693 1.253 0.107
C -3.682 6.246 -1.436 -0.019
C -2.338 6.084 -0.761 -0.332
C -1.183 6.588 -1.580 -0.093
O -0.109 5.758 -1.138 0.081
C -0.658 4.598 -0.700 -0.539
O -0.031 3.612 -0.438 0.110
O -2.008 4.700 -0.596 0.090
H -3.778 5.568 -2.287 0.094
H -4.485 5.991 -0.741 0.088
H -3.835 7.271 -1.775 0.095
H -2.356 6.550 0.229 0.163
H -0.964 7.637 -1.386 0.146
H -1.315 6.446 -2.656 0.144
```

total charge: +1
HOMO energy: -12.06 eV
Kohn-Sham gap: 7.62 eV
lowest unoccupied orbital energy: -0.16301 hartree
2S+1: 1